1.
Entry from OMol25: C26H42AsO8Si3Sn as an isolated structure (ωB97M-V/def2-TZVPD).

Results
* largest force on an atom: 0.0108 hartree/bohr
* ΔE to the lowest compared entry with this formula, charge and spin: 0.0 kJ/mol
* multiplicity: 1
* M: 760.5 g mol⁻¹
* net charge: +1
* Kohn-Sham gap: 8.28 eV
* LUMO: -2.5 eV

Each line ends with the Löwdin charge.
CARTESIAN COORDINATES (ANGSTROEM)
Sn  -0.081  3.562  1.428  1.33
O  0.115  -2.615  0.284  0.04
C  0.855  -1.673  0.454  -0.55
O  1.252  -0.913  -0.582  -0.31
C  1.662  -1.450  1.716  -0.07
C  3.117  -1.026  1.410  -0.26
C  3.981  -1.315  2.642  -0.09
C  3.543  -0.171  3.585  -0.08
C  2.511  0.552  2.716  -0.26
O  3.037  0.401  1.388  -0.04
C  1.207  -0.262  2.619  -0.07
C  0.094  0.567  1.976  -0.55
O  -0.575  0.111  1.063  0.06
O  -0.080  1.746  2.496  -0.25
H  1.614  -2.403  2.240  0.16
H  3.518  -1.398  0.471  0.15
H  3.796  -2.308  3.052  0.12
H  5.037  -1.245  2.389  0.12
H  3.121  -0.520  4.527  0.12
H  4.373  0.495  3.810  0.12
H  2.360  1.599  2.953  0.12
H  0.836  -0.585  3.593  0.17
C  -4.087  1.774  1.379  0.02
C  -3.052  2.775  1.805  -0.33
O  -2.138  2.983  0.974  -0.17
C  -3.147  3.445  3.082  -0.09
C  -4.333  3.297  3.840  -0.02
C  -4.528  3.965  5.017  -0.07
C  -3.518  4.814  5.490  -0.05
C  -2.350  4.979  4.789  0.00
C  -2.129  4.303  3.577  -0.31
O  -0.974  4.518  2.979  -0.32
H  -3.649  1.156  0.599  0.07
H  -4.961  2.291  0.976  0.11
H  -4.413  1.145  2.203  0.09
H  -5.119  2.655  3.470  0.11
H  -5.447  3.843  5.572  0.11
H  -3.658  5.348  6.421  0.11
H  -1.563  5.630  5.144  0.12
O  1.044  3.453  5.569  0.09
C  1.313  3.538  4.482  0.01
C  -0.697  -4.613  -1.995  -0.19
Si  0.797  -3.678  -2.574  0.41
C  0.989  -3.805  -4.425  -0.20
C  2.365  -4.117  -1.674  -0.18
As  0.491  -1.322  -2.179  1.14
Si  -1.845  -0.727  -2.180  0.42
C  -2.702  -1.574  -0.773  -0.18
C  -2.010  1.125  -2.109  -0.19
C  -2.325  -1.408  -3.854  -0.20
Si  1.970  0.175  -3.352  0.42
C  1.281  1.891  -3.157  -0.19
C  3.597  -0.004  -2.473  -0.19
C  2.037  -0.347  -5.138  -0.20
H  -0.485  -5.682  -2.093  0.05
H  -1.577  -4.400  -2.604  0.03
H  -0.919  -4.399  -0.951  0.02
H  0.946  -4.862  -4.704  0.05
H  1.946  -3.412  -4.767  0.02
H  0.191  -3.295  -4.969  0.03
H  2.731  -5.082  -2.035  0.05
H  2.188  -4.198  -0.601  0.04
H  3.153  -3.380  -1.844  0.03
H  -2.175  -1.398  0.164  0.02
H  -2.773  -2.650  -0.931  0.03
H  -3.715  -1.171  -0.693  0.04
H  -1.298  1.574  -1.416  0.02
H  -3.009  1.367  -1.740  0.04
H  -1.894  1.587  -3.090  0.03
H  -2.266  -2.497  -3.888  0.02
H  -1.705  -1.003  -4.658  0.03
H  -3.358  -1.127  -4.074  0.05
H  1.106  2.129  -2.107  0.03
H  0.353  2.036  -3.711  0.03
H  2.016  2.601  -3.544  0.05
H  3.501  0.274  -1.422  0.03
H  4.326  0.662  -2.941  0.05
H  3.991  -1.021  -2.534  0.03
H  1.047  -0.450  -5.586  0.03
H  2.576  -1.284  -5.276  0.02
H  2.570  0.427  -5.698  0.05



2.
Entry from OMol25: a 2-piece molecular cluster, C2H2Cl3NO5 overall in a non-equilibrium geometry (ωB97M-V/def2-TZVPD).

Results
* largest force on an atom: 0.0669 hartree/bohr
* ΔE to the lowest compared entry with this formula, charge and spin: 217.0 kJ/mol
* multiplicity: 1
* M: 226.4 g mol⁻¹
* net charge: 0
* Kohn-Sham gap (alpha / beta): 4.50 / 4.50 eV
* LUMO (alpha / beta): -5.1 / -5.1 eV

Each line ends with the natural charge from an NBO analysis.
CARTESIAN COORDINATES (ANGSTROEM)
N  -1.509  2.591  -2.703  0.68
O  -1.362  3.830  -2.532  -0.37
O  -0.907  1.774  -1.946  -0.30
O  -2.242  2.162  -3.633  -0.37
C  0.105  -0.981  1.402  -0.17
C  1.418  -1.723  1.461  -0.12
Cl  1.646  -2.781  2.894  0.06
Cl  1.506  -2.706  -0.024  0.05
Cl  2.698  -0.483  1.430  0.05
O  0.236  -0.229  0.144  -0.08
O  -0.857  0.496  -0.051  0.09
H  -0.739  -1.674  1.322  0.24
H  0.009  -0.277  2.236  0.24



3.
Entry from OMol25: a 13-piece molecular cluster, C8H45O12P2 overall (ωB97M-V/def2-TZVPD).

Results
* largest force on an atom: 0.0103 hartree/bohr
* multiplicity: 1
* M: 395.4 g mol⁻¹
* net charge: +1
* Kohn-Sham gap: 9.77 eV
* LUMO: -3.0 eV

Each line ends with the natural charge from an NBO analysis.
CARTESIAN COORDINATES (ANGSTROEM)
C  -1.438  -1.104  4.289  -0.64
C  -1.382  -1.558  2.817  -0.71
P  -2.324  -0.307  1.854  0.62
C  -4.069  -0.908  1.956  -0.95
P  -1.890  -0.719  -0.238  0.68
C  -0.373  0.093  -0.799  -0.72
C  0.505  -0.776  -1.725  -0.39
C  2.002  -0.508  -1.500  -0.22
C  2.417  0.866  -2.068  -0.63
C  2.820  -1.642  -2.128  -0.60
H  -2.378  -0.600  4.550  0.21
H  -0.628  -0.405  4.510  0.26
H  -1.355  -1.971  4.950  0.23
H  -0.346  -1.596  2.466  0.26
H  -1.828  -2.548  2.681  0.23
H  -4.713  -0.025  1.947  0.28
H  -4.179  -1.434  2.909  0.26
H  -4.352  -1.591  1.150  0.24
H  -2.987  -0.188  -0.932  0.06
H  -1.854  -2.071  -0.626  0.02
H  -0.703  1.012  -1.299  0.28
H  0.184  0.395  0.096  0.27
H  0.249  -0.562  -2.769  0.23
H  0.305  -1.843  -1.562  0.20
H  2.166  -0.506  -0.414  0.19
H  2.606  1.602  -1.281  0.24
H  1.640  1.275  -2.725  0.21
H  3.323  0.752  -2.666  0.22
H  2.753  -2.578  -1.562  0.18
H  2.459  -1.827  -3.146  0.23
H  3.873  -1.361  -2.195  0.22
O  3.888  3.204  0.017  -0.95
H  4.149  4.035  -0.394  0.48
H  4.705  2.853  0.385  0.48
O  2.010  4.243  -3.013  -0.95
H  2.411  3.678  -2.348  0.47
H  1.102  4.401  -2.726  0.49
O  -5.193  -2.262  -1.641  -0.92
H  -5.371  -3.048  -1.115  0.48
H  -4.242  -2.139  -1.628  0.45
O  1.434  -1.562  6.152  -0.94
H  1.290  -1.945  5.282  0.47
H  0.571  -1.244  6.437  0.48
O  -1.079  4.167  -2.363  -0.96
H  -1.269  3.624  -3.134  0.47
H  -1.860  4.097  -1.802  0.49
O  2.699  -0.202  -5.376  -0.95
H  3.592  0.156  -5.309  0.48
H  2.188  0.517  -5.765  0.48
O  3.750  -1.903  -7.710  -0.95
H  2.972  -2.408  -7.960  0.47
H  3.478  -1.389  -6.940  0.48
O  -5.796  1.945  1.337  -0.96
H  -5.762  1.668  0.414  0.48
H  -6.690  2.288  1.447  0.49
O  0.565  1.200  5.770  -0.96
H  0.672  1.895  5.114  0.47
H  1.402  0.716  5.770  0.49
O  -3.399  3.110  0.021  -0.96
H  -2.857  2.540  0.575  0.47
H  -4.178  3.289  0.565  0.50
O  2.704  -0.784  3.282  -0.96
H  2.399  -1.587  2.842  0.48
H  3.414  -1.080  3.862  0.48
O  1.597  -2.887  1.285  -0.96
H  1.152  -3.715  1.078  0.48
H  2.305  -2.826  0.632  0.49



4.
Entry from OMol25: a single C7H10 molecule (ωB97M-V/def2-TZVPD).

Results
* largest force on an atom: 0.0052 hartree/bohr
* ΔE to the lowest compared entry with this formula, charge and spin: 300.4 kJ/mol
* multiplicity: 1
* M: 94.2 g mol⁻¹
* net charge: 0
* Kohn-Sham gap: 10.41 eV
* LUMO: 1.2 eV

Each line ends with the natural charge from an NBO analysis.
CARTESIAN COORDINATES (ANGSTROEM)
C  0.541  1.103  -1.992  -0.42
C  -0.444  1.018  -1.103  -0.15
C  -0.754  -0.154  -0.203  -0.29
C  0.030  -1.417  -0.539  -0.61
C  -0.524  0.330  1.239  -0.22
C  0.854  0.393  1.818  -0.18
C  0.080  -0.518  2.316  -0.18
H  1.210  0.272  -2.202  0.19
H  0.717  2.021  -2.546  0.20
H  -1.072  1.895  -0.936  0.19
H  -1.827  -0.380  -0.303  0.21
H  -0.265  -2.238  0.125  0.21
H  -0.155  -1.729  -1.572  0.22
H  1.108  -1.267  -0.416  0.21
H  -1.239  1.112  1.526  0.18
H  1.812  0.888  1.774  0.23
H  -0.073  -1.327  3.015  0.22



Repeat the second record exactly.
Entry from OMol25: a 2-piece molecular cluster, C2H2Cl3NO5 overall in a non-equilibrium geometry (ωB97M-V/def2-TZVPD).

Results
* largest force on an atom: 0.0669 hartree/bohr
* ΔE to the lowest compared entry with this formula, charge and spin: 217.0 kJ/mol
* multiplicity: 1
* M: 226.4 g mol⁻¹
* net charge: 0
* Kohn-Sham gap (alpha / beta): 4.50 / 4.50 eV
* LUMO (alpha / beta): -5.1 / -5.1 eV

Each line ends with the natural charge from an NBO analysis.
CARTESIAN COORDINATES (ANGSTROEM)
N  -1.509  2.591  -2.703  0.68
O  -1.362  3.830  -2.532  -0.37
O  -0.907  1.774  -1.946  -0.30
O  -2.242  2.162  -3.633  -0.37
C  0.105  -0.981  1.402  -0.17
C  1.418  -1.723  1.461  -0.12
Cl  1.646  -2.781  2.894  0.06
Cl  1.506  -2.706  -0.024  0.05
Cl  2.698  -0.483  1.430  0.05
O  0.236  -0.229  0.144  -0.08
O  -0.857  0.496  -0.051  0.09
H  -0.739  -1.674  1.322  0.24
H  0.009  -0.277  2.236  0.24



M of number 3 (C8H45O12P2)? 395.4 g mol⁻¹



net charge of number 3 (C8H45O12P2)? +1



Which value of largest force on an atom does entry 4 give? 0.0052 hartree/bohr